{
  "formula": "C41H51O2S4Si3Tl",
  "method": "ωB97M-V/def2-TZVPD",
  "de_lowest_kcal_mol": 112.87,
  "total_charge": -2,
  "orbital_gap_ev": 3.93,
  "lumo_ev": 3.62,
  "species": ["H", "H", "C", "C", "S", "H", "H", "H", "C", "H", "H", "C", "H", "C", "H", "C", "C", "H", "H", "C", "H", "C", "H", "C", "H", "H", "H", "H", "C", "C", "C", "H", "S", "H", "C", "C", "H", "O", "H", "C", "H", "H", "H", "C", "H", "C", "H", "H", "C", "Si", "C", "H", "H", "H", "C", "H", "C", "H", "H", "H", "Si", "C", "C", "H", "C", "H", "Si", "Tl", "H", "S", "H", "C", "H", "C", "C", "C", "C", "C", "C", "H", "C", "H", "H", "H", "C", "H", "H", "C", "C", "H", "C", "C", "H", "H", "C", "O", "C", "C", "S", "H", "H", "H"],
  "xyz": [[-22.040303, 2.964161, -5.892618], [-13.360663, -3.170074, -7.932935], [-18.348094, 1.875739, -6.742339], [-15.890851, -0.982598, -7.392814], [-19.931241, -2.381572, -14.112191], [-18.775120, 0.200774, -9.791865], [-23.176352, 0.215150, -6.536318], [-19.502130, 4.441571, -8.840664], [-18.652271, 1.064735, -9.057683], [-23.357558, 2.103258, -5.285405], [-18.624813, 0.213790, -14.203674], [-13.736776, 0.154791, -7.659057], [-19.664951, -6.393679, -6.491488], [-16.986399, -1.949678, -11.305362], [-19.826011, -7.398041, -10.543017], [-21.991730, -6.066856, -8.231485], [-18.763836, 3.143985, -7.173339], [-18.421171, -3.452059, -11.583377], [-23.857304, -2.513296, -7.858999], [-24.421658, -7.230582, -7.376263], [-18.628856, 0.026378, -1.423068], [-16.583530, -0.707402, -11.569403], [-24.340203, -8.278219, -9.279634], [-17.157240, -0.281099, -3.011150], [-22.287583, -2.988836, -13.431043], [-22.187927, -7.539758, -9.802281], [-26.567824, 2.481786, -9.417671], [-19.837926, -5.744050, -11.208704], [-19.538820, -0.198900, -3.370280], [-18.667147, -1.672002, -13.078497], [-13.896722, -2.207611, -7.780333], [-24.978762, 1.488781, -7.484295], [-22.031325, 0.894988, -8.562974], [-23.894130, -1.795443, -6.240970], [-22.728120, -5.449564, -7.169340], [-25.230294, 2.546223, -7.785329], [-18.896226, 4.142786, -6.540443], [-18.378982, -2.127468, -7.881989], [-12.029476, -1.145800, -7.855438], [-22.851032, 2.372422, -6.241543], [-20.593715, -0.060967, -3.004250], [-22.877474, -4.447455, -4.166033], [-22.130123, -2.742401, -4.061290], [-23.535818, -0.004859, -9.057176], [-16.046823, -0.681865, -4.896560], [-19.053630, 3.434495, -8.549694], [-18.982346, -7.601658, -7.774185], [-24.167509, -0.055270, -8.168376], [-15.212317, -2.189099, -7.572772], [-20.078066, -5.555468, -8.667956], [-18.463565, -0.095919, -2.534552], [-20.358402, -0.804610, -5.349147], [-24.581608, -5.739724, -5.888624], [-13.013953, 1.037955, -7.633330], [-15.060272, 0.189569, -7.372127], [-18.060510, -6.142248, -7.230567], [-17.104345, 0.041872, -12.619111], [-25.289997, -7.866470, -7.015353], [-15.810610, -3.204502, -7.400991], [-16.665552, 1.059386, -12.842893], [-22.243895, -3.653760, -6.564395], [-18.280875, 0.767651, -7.684323], [-13.130816, -1.083703, -7.856313], [-15.567950, 1.144840, -7.246057], [-19.445770, -0.565243, -4.708913], [-20.878915, -3.275399, -12.106122], [-17.821798, -0.942282, -7.116198], [-20.466564, -2.777907, -8.792742], [-23.219176, -1.026849, -9.325455], [-23.775992, 3.479623, -7.269527], [-17.890283, 1.706396, -5.855637], [-18.064039, -2.448758, -12.043088], [-21.096866, -4.104274, -4.387735], [-17.026377, -0.633489, -4.345201], [-18.151279, -0.718689, -5.244086], [-21.303858, -2.630427, -12.921849], [-19.556363, -6.369397, -10.332935], [-23.828818, -7.616471, -8.546335], [-25.529106, 2.778852, -9.241263], [-16.278576, -0.192060, -2.380235], [-19.057764, 2.351431, -9.468624], [-25.959825, 2.803531, -7.310115], [-25.179256, 0.029787, -10.330240], [-16.433824, -2.515747, -10.504099], [-18.186590, -0.426879, -13.473620], [-18.412751, -6.485526, -10.411476], [-19.271608, 2.444639, -10.509627], [-19.051832, -6.569477, -7.424730], [-24.255753, 0.474667, -10.270183], [-24.791675, -3.250514, -6.475301], [-22.469471, 1.013405, -6.792963], [-23.953177, -6.103593, -6.753608], [-21.560810, 0.678104, -6.279897], [-23.651640, 0.084475, -11.115490], [-22.110606, -3.728856, -4.613840], [-19.561555, -3.757679, -14.573390], [-23.892916, -2.711351, -6.781283], [-22.601509, -7.051708, -8.990039], [-24.424845, 2.216777, -10.590547], [-15.847493, -0.244523, -10.931632], [-25.579039, 3.861247, -9.434241], [-21.454905, -1.587812, -12.461572]],
  "atomic_forces_ev_per_a": [[1.12, 0.43, -0.16], [-0.52, 0.53, 0.29], [-0.63, -0.11, -4.65], [0.58, 1.03, 0.73], [-1.45, -0.44, -0.74], [0.41, 1.20, 1.06], [-0.08, 0.41, -0.26], [0.92, -1.44, 0.41], [-0.42, -0.92, 1.08], [-0.18, 0.52, -0.47], [-0.21, 0.02, -0.59], [2.85, 0.61, 0.17], [0.75, -0.82, -0.62], [-0.62, -2.55, 0.62], [-0.69, -0.42, 0.01], [1.29, 0.60, -0.12], [-0.41, 2.78, -0.66], [0.04, 1.65, -1.68], [-0.65, 0.09, 0.16], [-1.54, -1.28, 0.04], [0.16, 0.20, -1.40], [0.96, 2.98, -0.92], [0.38, -0.05, 0.93], [-0.55, -0.41, -0.42], [2.09, 0.44, 0.82], [1.16, -0.45, -1.74], [0.07, -0.45, -0.19], [0.03, -0.43, 0.40], [-2.80, -0.33, -0.26], [0.27, -1.45, 0.65], [3.19, -2.32, -0.93], [-0.57, 0.97, -0.73], [-0.74, -0.12, 0.45], [0.20, 1.00, 0.44], [-1.18, -0.69, 0.09], [9.09, -4.18, -4.49], [0.61, -2.63, -0.67], [-0.98, -1.85, -0.92], [-0.63, -0.05, -0.47], [-1.24, -1.17, 1.26], [1.23, -0.13, 0.05], [0.87, 0.91, -0.35], [-0.35, -0.81, -0.75], [0.68, -0.67, 0.60], [-0.77, -0.16, 1.18], [-1.13, -0.98, 0.34], [-0.06, -0.17, 0.49], [0.05, -0.21, -0.40], [-4.29, -1.93, 1.18], [-0.66, 0.69, -0.01], [0.93, 0.09, 2.04], [1.27, 0.57, 0.96], [1.04, -0.06, -0.85], [-1.48, -0.91, -0.05], [-2.59, -0.16, -0.58], [-0.15, -0.12, -0.21], [-0.95, 1.22, -1.83], [0.85, 1.24, -0.28], [1.25, 2.30, -0.77], [-0.60, -1.21, 0.42], [0.62, 0.09, 0.51], [-1.16, 2.82, -1.28], [1.08, 1.07, 0.55], [0.13, -0.04, 0.14], [0.51, -0.42, -0.94], [-0.86, 0.32, -0.72], [1.78, 1.33, 1.07], [-0.48, -0.31, -0.05], [-0.04, 0.15, 0.48], [-0.10, 0.96, -0.13], [0.65, -0.22, 3.08], [-0.37, -1.23, 1.24], [-0.36, -0.20, 0.06], [-0.14, 0.80, -2.20], [0.67, -0.64, 0.91], [-0.15, 1.17, 0.66], [1.45, 0.17, -0.80], [0.87, -0.21, -2.32], [-0.44, 0.32, -1.08], [-0.18, -0.02, 0.09], [1.21, -0.12, 1.47], [-8.34, 3.04, 5.64], [-2.30, -1.20, -0.16], [-1.19, 0.42, -0.83], [2.40, -0.24, 3.43], [-1.32, 0.67, 0.43], [-0.41, 0.45, -0.52], [-0.81, 0.86, 0.87], [2.31, 0.63, -1.06], [-0.12, -0.18, -0.23], [1.40, -0.57, -0.31], [0.91, 1.43, 1.19], [-0.03, 0.26, 0.08], [-0.48, 0.46, 0.05], [-0.02, -0.34, 0.61], [0.29, 0.31, 0.22], [0.11, -1.00, -0.70], [-2.47, -0.33, 2.60], [-0.31, 0.68, 0.59], [0.33, 0.10, -0.01], [0.22, -0.08, 0.20], [-0.01, -1.51, -0.54]]
}